{
  "formula": "C36H28N6O2SY",
  "method": "wB97M-V/def2-TZVPD",
  "e_homo_ha": -0.3629,
  "e_above_lowest_kcal_mol": 21.9,
  "homo_lumo_gap_ev": 5.94,
  "total_charge": 1,
  "elements": ["Y", "O", "C", "O", "C", "C", "C", "C", "C", "C", "N", "C", "C", "C", "C", "C", "C", "N", "H", "H", "H", "H", "H", "H", "H", "H", "H", "H", "S", "C", "N", "N", "C", "C", "C", "C", "C", "C", "N", "N", "C", "C", "C", "C", "C", "C", "H", "H", "H", "H", "H", "H", "H", "H", "H", "H", "H", "C", "C", "C", "C", "C", "C", "C", "C", "C", "C", "H", "H", "H", "H", "H", "H", "H"],
  "xyz": [[-0.259, -0.549, 1.104], [-0.312, 5.666, 5.472], [-0.172, 5.698, 4.132], [-0.429, 6.686, 3.513], [0.312, 4.442, 3.463], [0.108, 3.173, 3.988], [0.535, 2.056, 3.285], [1.178, 2.205, 2.062], [1.377, 3.474, 1.529], [0.939, 4.583, 2.228], [1.518, 1.021, 1.348], [2.665, 0.923, 0.778], [2.556, -1.572, -0.159], [2.723, -2.304, -1.446], [2.314, -3.575, -1.470], [1.601, -4.128, -0.339], [1.069, -3.266, 0.544], [1.321, -1.893, 0.516], [0.078, 4.871, 5.850], [-0.408, 3.037, 4.931], [0.413, 1.066, 3.721], [1.840, 3.587, 0.557], [1.058, 5.578, 1.820], [3.373, 1.748, 0.890], [3.165, -1.817, -2.304], [2.438, -4.180, -2.359], [1.375, -5.182, -0.277], [0.360, -3.602, 1.299], [-1.744, 0.781, -0.609], [-3.193, -0.233, -0.552], [-4.203, -0.113, -1.399], [-4.143, 0.792, -2.294], [-5.167, 0.979, -3.251], [-4.984, 1.979, -4.196], [-5.961, 2.191, -5.154], [-7.108, 1.411, -5.163], [-7.277, 0.415, -4.209], [-6.309, 0.190, -3.245], [-3.375, -1.247, 0.318], [-2.429, -1.369, 1.161], [-2.374, -2.504, 1.994], [-1.595, -2.345, 3.145], [-1.301, -3.434, 3.957], [-1.795, -4.682, 3.622], [-2.593, -4.834, 2.490], [-2.880, -3.759, 1.668], [-3.318, 1.393, -2.335], [-4.085, 2.584, -4.182], [-5.825, 2.968, -5.894], [-7.870, 1.577, -5.912], [-8.171, -0.194, -4.215], [-6.431, -0.582, -2.499], [-1.322, -1.340, 3.481], [-0.711, -3.301, 4.854], [-1.574, -5.537, 4.245], [-2.985, -5.811, 2.240], [-3.471, -3.875, 0.770], [5.462, 1.239, -3.362], [4.236, 1.811, -3.063], [3.507, 1.341, -1.978], [3.994, 0.307, -1.190], [3.165, -0.186, -0.043], [3.763, -1.385, 0.752], [5.134, -1.796, 0.432], [5.796, -1.309, -0.617], [5.239, -0.266, -1.479], [5.956, 0.211, -2.573], [6.034, 1.593, -4.209], [3.841, 2.609, -3.677], [2.532, 1.767, -1.765], [3.474, -1.401, 1.798], [5.606, -2.508, 1.097], [6.803, -1.645, -0.832], [6.918, -0.231, -2.803]]
}